No. 1
Entry from the Open Molecules 2025 dataset: an isolated ion of composition C8H13N3O2 and charge +2 in a non-equilibrium geometry (wB97M-V/def2-TZVPD).

Geometry as XYZ:
```
26
Properties=species:S:1:pos:R:3:forces:R:3
C 3.21244 -0.08872 1.11234 -5.32 3.48 -4.70
C 3.10754 1.25319 1.03165 1.91 -0.60 1.66
C 1.06485 1.13122 -0.32590 -0.23 4.06 -1.07
C -1.68979 0.05403 0.01160 -0.35 -0.65 -1.05
C -2.86856 -0.61457 -0.08044 -1.01 -3.70 1.69
C -0.52814 -0.58541 -0.26636 2.18 -3.83 -0.11
C 1.86224 -1.18877 -0.32695 3.40 1.08 3.64
C -4.20862 -0.12355 -0.17026 0.80 1.07 1.59
N 2.01565 1.80233 0.27453 0.36 1.28 -0.81
N 0.78784 -0.16751 -0.30888 -1.03 -1.96 0.19
N 2.61120 -1.35132 -1.42603 -2.34 4.84 -0.08
O 0.18736 1.79944 -1.11276 0.82 -1.06 0.94
O 1.51762 -2.29816 0.32946 -1.31 -0.07 -0.28
H 3.83035 -0.57571 1.69469 3.30 -2.51 2.74
H 3.85390 2.03613 1.56008 -2.17 -1.72 -1.37
H -1.91973 1.05022 -0.00437 0.77 2.85 0.15
H -2.94842 -1.71894 0.18212 0.87 1.02 -1.01
H -0.45121 -1.74906 -0.42866 -1.00 2.32 0.53
H -4.74549 -0.62603 0.64977 -0.17 0.60 0.16
H -4.63848 -0.60202 -0.96863 -1.25 -1.45 -2.42
H -4.34639 0.92791 -0.31643 -0.14 0.61 0.41
H 2.05300 2.85951 0.07670 -0.02 -2.17 0.43
H 2.98356 -2.18682 -1.58840 1.93 -4.19 -0.84
H 3.03683 -0.53801 -1.86240 -0.09 -0.45 0.02
H 0.39533 2.73276 -1.16558 -0.09 0.67 -0.10
H 2.19475 -2.80156 0.80903 0.18 0.48 -0.32
```
Forces are in eV/Å.

Properties
**LUMO**: -0.340 Ha
**Relative energy (zero: lowest compared OMol25 entry of this formula, charge and spin)**: 82.0 kcal per mole
**Total charge**: +2
**HOMO-LUMO gap**: 6.67 eV
**HOMO**: -15.919 eV
**DFT total energy**: -626.56788 a.u.

Mulliken population analysis, charges in e, atoms 1 to 4: -0.507, -0.270, 0.555, -0.455


No. 2
Entry from the Open Molecules 2025 dataset: C4H6CuF6NO5S3 as an isolated structure (wB97M-V/def2-TZVPD).

Geometry as XYZ:
```
26
Properties=species:S:1:pos:R:3:forces:R:3
Cu -0.74775 -0.43491 -1.85907 0.43 0.55 -0.70
F -1.76861 2.12782 2.06686 -0.03 0.08 -0.11
C -1.99392 2.10699 0.75889 -0.06 0.09 0.05
F -2.98417 2.94539 0.45988 0.15 0.05 0.08
F -0.88813 2.49720 0.11972 -0.06 -0.03 0.04
S -2.52848 0.43689 0.21949 0.05 -0.53 -0.10
O -2.60999 0.51786 -1.23741 0.08 -0.02 0.43
O -3.72344 0.15486 0.94537 0.10 0.06 -0.11
N -1.23514 -0.36577 0.71579 -0.23 -0.12 -0.18
S -0.84494 -1.82172 0.25802 -0.34 -0.10 0.35
O -1.38811 -2.21127 -1.05319 0.19 0.11 0.53
O 0.54543 -2.05738 0.50962 -0.07 0.08 -0.07
C -1.72861 -2.92671 1.43266 -0.01 -0.14 0.01
F -1.23677 -4.15885 1.30455 -0.10 0.05 0.06
F -3.02931 -2.94315 1.17084 0.06 0.02 0.02
F -1.53544 -2.50076 2.67617 0.01 -0.09 -0.04
C 2.76411 2.21849 -0.83152 0.17 0.16 -0.22
S 1.85087 0.74960 -0.46265 -0.49 -0.17 0.55
C 3.15285 -0.44058 -0.67096 0.13 -0.04 -0.25
O 0.95520 0.59050 -1.67226 -0.05 -0.05 -0.44
H 3.16847 2.12440 -1.84060 0.03 0.10 0.06
H 3.55520 2.34158 -0.09279 -0.01 0.02 -0.01
H 2.06566 3.05064 -0.77287 0.02 0.01 -0.03
H 3.99904 -0.15463 -0.04737 -0.02 -0.04 0.03
H 3.42424 -0.43791 -1.72839 0.07 -0.05 0.07
H 2.76174 -1.40859 -0.36875 -0.02 0.00 -0.01
```
Forces are in eV/Å.

Properties
**LUMO**: 0.004 Ha
**HOMO-LUMO gap**: 9.56 eV
**HOMO**: -9.449 eV
**DFT total energy**: -4021.17390 a.u.

Mulliken population analysis, charges in e, atoms 1 to 4: 0.146, -0.230, 0.648, -0.206


No. 3
Entry from the Open Molecules 2025 dataset: C27H35BF4N4P2Pd as an isolated structure in a non-equilibrium geometry (wB97M-V/def2-TZVPD).

Geometry as XYZ:
```
74
Properties=species:S:1:pos:R:3:forces:R:3
Pd -2.21309 1.47309 0.37367 1.00 -1.12 -0.68
C 2.03394 0.95309 -0.29418 0.25 0.56 1.42
C 1.40497 2.08457 0.01466 -0.58 -0.44 1.19
C 0.88386 3.13272 -0.88636 -0.57 1.28 -0.91
C -0.52615 2.97706 -1.60679 1.35 0.34 0.85
C -0.88470 1.57953 -2.01649 -0.37 0.66 -1.01
C -0.03359 0.65166 -2.55306 -1.30 -0.12 1.25
C 1.39603 0.80191 -2.80353 1.55 -0.23 0.12
C 2.37858 0.42552 -1.60739 -0.12 -0.68 -1.48
C -2.03260 -0.59742 -0.06489 -1.08 -4.22 -0.22
H 2.38410 0.32680 0.53308 -0.27 0.24 -0.21
H 1.25825 2.32586 1.07978 0.18 -0.38 -0.38
H 1.65392 3.37801 -1.63245 -0.31 -0.06 -0.04
H 0.76990 4.04385 -0.27549 0.18 -0.14 -0.18
H -1.30590 3.31699 -0.88737 0.16 0.08 -0.13
H -0.54988 3.74014 -2.41991 -0.15 -0.58 0.18
H -1.95226 1.53417 -2.27331 0.21 -0.75 0.27
H -0.46932 -0.32971 -2.74092 0.06 0.17 -0.22
H 1.65087 1.82767 -3.10429 -0.20 -0.33 -0.12
H 1.67017 0.09129 -3.60145 -0.08 0.52 0.09
H 2.41638 -0.66635 -1.47340 -0.03 0.25 -0.37
H 3.38831 0.74556 -1.95580 -0.56 -0.21 0.40
H -1.26542 -1.36444 0.29526 -0.23 1.95 0.59
H -2.06347 -0.96477 -1.11012 -0.10 1.32 -0.02
H -3.04394 -1.00645 0.33221 1.15 1.32 -0.04
P -2.58986 6.92900 -3.64756 -0.92 1.46 -3.58
P -0.55837 7.79690 -1.40979 3.23 1.54 -1.69
N -2.49771 6.37140 -5.27427 0.47 -1.15 0.08
N -4.15608 7.87826 -4.03189 -1.00 -0.45 1.71
N 1.07707 7.65028 -2.09976 -0.74 -1.11 0.16
N -0.05426 9.04162 -0.26333 -1.06 1.14 1.72
C -1.55492 8.43451 -3.97942 0.19 0.52 0.43
C -1.05946 9.06035 -2.67489 -0.55 0.16 0.12
C -2.05014 5.07299 -5.54044 -0.19 0.17 -1.55
C -1.94250 4.90432 -6.91479 -0.15 0.65 0.83
C -2.32038 6.15426 -7.52865 -0.03 0.08 1.07
C -2.62449 7.03186 -6.50076 0.15 -0.71 -0.55
C -5.30630 7.62340 -3.28584 1.99 0.33 -1.28
C -6.31525 8.51411 -3.66267 -0.29 2.18 -1.92
C -5.77091 9.35815 -4.68587 -1.66 -0.91 1.54
C -4.45800 8.94106 -4.89266 0.41 -0.89 0.70
C 1.67269 6.39067 -2.12865 1.21 0.39 -0.73
C 2.86333 6.45809 -2.84181 -0.93 0.06 0.44
C 3.00935 7.80684 -3.29180 -1.00 0.38 0.47
C 1.90279 8.51275 -2.83304 0.69 -0.43 -0.36
C 0.88334 10.08373 -0.34233 -0.87 -1.44 -0.06
C 0.76418 10.90189 0.77288 -1.93 0.03 2.38
C -0.34986 10.40088 1.54477 2.22 2.02 -0.51
C -0.85371 9.29763 0.86194 1.58 -0.60 -1.71
H -2.21719 9.17906 -4.45967 0.83 -0.45 0.02
H -0.70679 8.20279 -4.66197 -0.62 -0.10 0.49
H -0.20129 9.71121 -2.91333 -0.60 -0.13 0.42
H -1.85944 9.65537 -2.19609 0.26 -0.05 -0.25
H -1.86467 4.40385 -4.72542 0.04 -0.29 0.14
H -1.62430 4.00872 -7.43474 -0.09 0.16 0.19
H -2.37054 6.38629 -8.59621 0.06 -0.14 0.57
H -2.94024 8.05467 -6.56703 0.16 -0.12 -0.13
H -5.31521 6.83036 -2.56151 -0.05 -0.14 0.16
H -7.32292 8.56223 -3.26327 0.24 -0.07 -0.06
H -6.25184 10.18032 -5.22302 0.10 -0.47 0.30
H -3.75000 9.34586 -5.60419 -0.20 -0.02 0.29
H 1.19487 5.57526 -1.62749 -0.01 -0.25 0.10
H 3.54754 5.63631 -3.02366 -0.19 0.19 0.07
H 3.81682 8.23511 -3.89033 -0.34 -0.24 0.35
H 1.68567 9.56423 -2.94776 0.07 -0.23 -0.24
H 1.57028 10.17419 -1.16478 0.06 -0.14 0.06
H 1.40580 11.75760 1.01242 -0.40 -0.48 -0.12
H -0.72075 10.80804 2.48332 0.09 -0.14 -0.33
H -1.69617 8.66529 1.06512 -0.19 -0.15 0.22
F 1.10371 -1.48879 1.00288 -0.22 0.14 -0.16
B 0.79021 -2.82623 1.36104 0.25 -1.43 0.75
F 0.43372 -3.55695 0.17181 0.07 0.84 0.82
F 1.93096 -3.42534 1.98190 -1.02 0.62 -0.65
F -0.31376 -2.82483 2.29420 0.73 0.25 -1.05
```
Forces are in eV/Å.

Properties
**LUMO (spin up / spin down)**: -0.243 / -0.369 Ha
**Relative energy (zero: lowest compared OMol25 entry of this formula, charge and spin)**: 29.8 kcal per mole
**Total charge**: +2
**HOMO-LUMO gap (spin up / spin down)**: 6.08 / 2.68 eV
**⟨S²⟩**: 6.051
**HOMO (spin up / spin down)**: -12.707 / -12.706 eV
**DFT total energy**: -2502.97080 a.u.
**Multiplicity**: 5

Mulliken population analysis, charges in e, atoms 1 to 4: 0.378, -0.890, -0.622, -0.149


No. 4
Entry from the Open Molecules 2025 dataset: H2N2O2S as an isolated structure in a non-equilibrium geometry (wB97M-V/def2-TZVPD).

Geometry as XYZ:
```
7
Properties=species:S:1:pos:R:3:forces:R:3
N -0.92102 -1.49408 -0.55213 -2.43 3.82 -3.93
N 1.11608 1.92932 0.66561 1.86 -1.01 0.50
O -0.04904 1.51334 0.53165 -0.08 0.67 -0.18
O 2.14583 1.30093 0.76810 -2.16 0.68 -0.43
S -1.59049 -0.00857 0.03667 1.18 -2.13 -0.70
H -0.28376 -1.83710 0.02910 2.90 -2.10 3.54
H -0.41760 -1.40384 -1.47901 -1.26 0.08 1.19
```
Forces are in eV/Å.

Properties
**LUMO (spin up / spin down)**: -0.049 / -0.076 Ha
**Relative energy (zero: lowest compared OMol25 entry of this formula, charge and spin)**: 72.9 kcal per mole
**HOMO-LUMO gap (spin up / spin down)**: 8.29 / 6.72 eV
**HOMO (spin up / spin down)**: -9.615 / -8.791 eV
**DFT total energy**: -659.18775 a.u.

Mulliken population analysis, charges in e, atoms 1 to 4: -0.476, 0.594, -0.416, -0.406


No. 5
Entry from the Open Molecules 2025 dataset: one molecule with the formula C20H17N3O4 in a non-equilibrium geometry (wB97M-V/def2-TZVPD).

Geometry as XYZ:
```
44
Properties=species:S:1:pos:R:3:forces:R:3
O 1.38246 4.10692 -0.66312 -0.10 -1.36 -0.78
N -0.60064 1.66458 0.98918 -0.79 -0.14 -1.05
N -2.99153 -1.46413 4.16327 0.32 -0.05 0.45
O -1.50906 3.26221 2.26010 -0.92 -1.89 0.21
O -1.61136 -2.82386 2.84499 -1.55 0.16 0.08
O 1.51287 -0.66193 -1.20385 0.60 -0.23 -0.12
C 0.72042 3.08693 -0.61067 -0.98 -0.93 -0.87
C -1.41860 1.88142 1.94982 -0.21 -0.06 1.29
C -0.78011 3.85921 1.33012 1.78 -0.22 -2.20
C -0.23892 2.88754 0.47555 -0.72 1.67 2.72
C -0.78862 -3.33312 0.68284 -1.17 0.51 -1.56
C -0.70389 -3.05316 -0.65504 -0.58 -0.98 2.47
C -3.43816 -0.25214 4.54236 1.23 2.52 -1.98
C -2.09149 -1.56718 3.17075 -1.02 -0.76 1.31
C 3.95662 0.79315 -3.62070 -1.15 -0.82 3.05
C 3.56868 2.09562 -3.72838 -1.03 1.04 -0.53
C 3.31025 -0.04630 -2.62637 2.07 -0.40 -1.87
C -3.09209 0.89334 3.76582 0.70 0.76 -1.90
C -1.55134 -0.48297 2.53533 2.64 -0.69 -1.95
C 2.35246 2.43616 -3.08211 0.67 0.62 0.61
C 2.15912 0.26565 -2.00597 -0.09 0.23 0.03
C -2.08499 0.74040 2.72708 -1.16 2.81 1.68
C 1.70023 1.57591 -2.19956 1.75 -1.31 -2.19
N 0.61867 1.94495 -1.52194 -3.04 3.02 3.56
C -2.07021 -3.31112 1.56228 1.44 -1.51 -1.60
C 0.80133 -1.65575 -2.02480 -1.16 1.84 0.99
C 0.60757 -3.03902 -1.39956 0.74 2.01 1.55
H -0.60184 4.94851 1.31542 -0.50 -0.89 0.29
H 0.05414 -3.57740 1.30754 0.55 -0.07 -0.22
H -1.66451 -2.81409 -1.16877 0.97 -0.10 0.12
H -3.95511 0.09528 5.45425 -0.23 -1.70 -0.30
H 4.83204 0.40564 -4.02043 1.52 -0.43 -0.88
H 4.13958 2.87394 -4.31429 -0.85 -1.13 0.58
H 3.79697 -0.96392 -2.29297 -0.13 -0.08 -0.58
H -3.56286 1.93605 3.78463 0.63 -1.75 0.76
H -0.61913 -0.58167 1.87984 -1.66 -0.09 0.85
H 1.96190 3.45202 -3.11239 0.12 -0.21 -0.21
H -0.08256 1.23548 -1.17697 1.61 0.96 -0.40
H -2.81917 -2.69228 1.05587 -0.08 0.06 0.58
H -2.45509 -4.40988 1.58035 0.48 1.95 0.69
H -0.18252 -1.13876 -2.03358 0.13 -0.76 -0.91
H 1.25487 -1.66230 -2.99895 0.17 -0.18 -0.41
H 0.71399 -3.69919 -2.20758 -0.29 -1.36 -0.97
H 1.46960 -3.21075 -0.70941 -0.72 -0.05 -0.38
```
Forces are in eV/Å.

Properties
**LUMO**: -0.003 Ha
**Relative energy (zero: lowest compared OMol25 entry of this formula, charge and spin)**: 112.8 kcal per mole
**SMILES**: O=C1Nc2ccccc2OCC/C=C/COc2cc(ccn2)-c2nc1co2
**HOMO-LUMO gap**: 8.35 eV
**HOMO**: -8.421 eV
**DFT total energy**: -1237.43773 a.u.

Mulliken population analysis, charges in e, atoms 1 to 4: -0.595, -0.310, -0.647, -0.355


No. 6
Entry from the Open Molecules 2025 dataset: one molecule with the formula C5H11N3Si in a non-equilibrium geometry (wB97M-V/def2-TZVPD).

Geometry as XYZ:
```
20
Properties=species:S:1:pos:R:3:forces:R:3
C 3.15637 -0.72081 -0.01667 4.57 1.24 4.99
C 2.13251 0.96151 0.67713 1.82 2.17 3.91
C -2.52791 0.91843 0.65113 0.25 -0.45 -0.42
C -0.94392 -1.79640 0.23140 -0.12 0.46 -0.17
C -0.01223 0.92895 -1.05598 3.38 -1.52 1.74
N 3.20727 0.24268 0.92213 1.61 -1.64 -0.01
N 2.11542 -0.63066 -0.81687 -4.82 -0.86 -4.69
N 1.48796 0.44937 -0.37205 -6.80 0.19 -5.98
Si -1.49841 -0.15674 -0.53578 0.18 0.19 0.78
H 3.88970 -1.49389 -0.10925 0.21 -0.20 0.04
H 1.82099 1.82851 1.21925 -0.07 0.22 0.12
H -1.97383 1.16563 1.55242 0.17 -0.02 0.13
H -2.81625 1.85267 0.17526 -0.01 0.11 -0.12
H -3.44023 0.41436 0.95381 -0.16 -0.12 0.06
H -0.03146 -2.15138 -0.24096 0.12 0.01 -0.11
H -0.74847 -1.70066 1.29938 0.01 0.10 0.04
H -1.70456 -2.56185 0.10136 -0.15 -0.04 -0.01
H 0.21818 0.87095 -2.11220 0.04 0.01 -0.17
H -0.07558 1.96345 -0.74460 -0.09 0.21 0.02
H -2.25553 -0.38412 -1.77891 -0.11 -0.06 -0.12
```
Forces are in eV/Å.

Properties
**LUMO (spin up / spin down)**: 0.032 / -0.090 Ha
**Relative energy (zero: lowest compared OMol25 entry of this formula, charge and spin)**: 10.6 kcal per mole
**HOMO-LUMO gap (spin up / spin down)**: 5.34 / 7.71 eV
**⟨S²⟩**: 2.032
**HOMO (spin up / spin down)**: -4.467 / -10.171 eV
**DFT total energy**: -650.67016 a.u.
**Multiplicity**: 3

Mulliken population analysis, charges in e, atoms 1 to 4: -0.122, -0.039, -1.032, -1.024


No. 7
Entry from the Open Molecules 2025 dataset: CH7N6 as an isolated structure in a non-equilibrium geometry (wB97M-V/def2-TZVPD).

Geometry as XYZ:
```
14
Properties=species:S:1:pos:R:3:forces:R:3
C 0.41267 0.56966 0.76570 -1.94 -0.89 5.56
N 0.30690 0.99015 -1.34280 -1.71 -0.12 1.71
N 1.26739 0.06984 -1.22681 1.79 -1.20 -0.27
N -0.12656 1.41216 -0.21448 0.83 0.78 -2.37
N 1.30857 -0.42118 0.13597 0.28 1.73 -0.23
N -0.83531 -0.25330 1.20064 1.04 0.60 0.57
N -1.47416 -0.95442 0.10845 -2.50 0.45 0.86
H 0.72382 1.19909 1.96823 -0.56 -1.93 -4.23
H -0.24820 1.23117 -2.22150 1.32 -0.43 1.12
H 1.49754 -0.64207 -1.92512 -0.81 0.57 -0.10
H -1.51461 0.29863 1.81279 1.19 -0.98 -1.48
H 2.29110 -0.47025 0.52497 -1.36 0.56 -0.88
H -2.46844 -1.12445 0.47619 1.78 0.53 -1.09
H -1.14071 -1.90502 -0.06223 0.65 0.33 0.84
```
Forces are in eV/Å.

Properties
**LUMO**: -0.195 Ha
**Relative energy (zero: lowest compared OMol25 entry of this formula, charge and spin)**: 143.5 kcal per mole
**Total charge**: +1
**HOMO-LUMO gap**: 7.46 eV
**HOMO**: -12.766 eV
**DFT total energy**: -370.36634 a.u.

Mulliken population analysis, charges in e, atoms 1 to 4: 0.102, 0.272, -0.161, -0.272


No. 8
Entry from the Open Molecules 2025 dataset: one molecule with the formula CH2BrNO4 in a non-equilibrium geometry (wB97M-V/def2-TZVPD).

Geometry as XYZ:
```
9
Properties=species:S:1:pos:R:3:forces:R:3
C 0.14961 -0.30757 -0.18305 -2.67 0.01 -1.07
N -0.20269 1.20002 0.05353 1.32 -0.05 0.09
O -0.02438 1.47995 1.22013 -0.60 0.55 0.48
O -0.48106 1.95452 -0.82157 -0.39 -0.19 -0.69
O 0.86538 -0.70059 0.81064 0.34 -0.52 1.80
O 0.54134 -0.61215 -1.42413 0.04 -0.02 0.88
Br -1.83238 -1.10637 0.14456 0.66 0.27 -0.30
H 0.36813 -0.32027 1.60690 1.19 -0.45 -0.80
H 0.61604 -1.58754 -1.40700 0.12 0.40 -0.39
```
Forces are in eV/Å.

Properties
**LUMO**: -0.031 Ha
**Relative energy (zero: lowest compared OMol25 entry of this formula, charge and spin)**: 35.6 kcal per mole
**SMILES**: O=[N+]([O-])C(O)(O)Br
**HOMO-LUMO gap**: 9.91 eV
**HOMO**: -10.749 eV
**DFT total energy**: -2968.92250 a.u.

Mulliken population analysis, charges in e, atoms 1 to 4: 0.232, 1.000, -0.587, -0.510